# 1
The following is a quantum chemistry calculation of the molecule C3H9OP in a non-equilibrium geometry, from the OMol25 dataset.

CARTESIAN COORDINATES (ANGSTROEM)
C  -1.10210  -0.75305  -0.88557
C  0.28027  1.37743  -0.34985
C  -0.67413  0.25874  0.16043
O  1.98513  -0.95721  1.08387
P  0.32185  -0.82823  1.39608
H  -1.03754  -1.76260  -0.52412
H  -0.39122  -0.65149  -1.64402
H  -2.10039  -0.63176  -1.26108
H  -0.03619  1.65132  -1.33543
H  1.29766  1.02626  -0.43404
H  0.30883  2.21424  0.28949
H  2.34178  -1.72075  0.56258
H  -1.62406  0.59114  0.68053
H  0.43012  0.18596  2.26115

Output
- HOMO (alpha / beta) (eV) = -4.67 / -10.38
- spin multiplicity = 3
- E (Ha) = -536.1157
- max |F| (eV/A) = 2.52
- gap between HOMO and LUMO (alpha / beta) (eV) = 5.93 / 8.10
- E_LUMO (alpha / beta) (Ha) = 0.0460 / -0.0835
- relative energy (zero: lowest compared OMol25 entry of this formula, charge and spin) (kJ/mol) = 0.00

Atom charges from the Mulliken analysis, given in e for atoms 1 to 6: -1.531 -1.420 0.408 -0.589 0.089 0.423


# 2
The following is a quantum chemistry calculation of a cluster of 2 separate species, C3H10OS in total in a non-equilibrium geometry, from the OMol25 dataset.

CARTESIAN COORDINATES (ANGSTROEM)
C  0.44802  -1.53564  -3.65428
O  -0.62795  -1.28964  -2.79332
H  0.20611  -1.19433  -4.69211
H  1.35883  -1.10894  -3.26572
H  0.56057  -2.63150  -3.59836
H  -1.54203  -1.26068  -3.05772
C  0.60124  -0.43184  2.27720
S  0.22431  1.28296  2.07141
C  -0.82834  1.10506  0.65496
H  0.55923  -0.92906  1.32061
H  -0.07170  -0.92105  3.06048
H  1.60024  -0.58250  2.64049
H  -1.26440  0.12998  0.58034
H  -1.66163  1.95464  0.83377
H  -0.27635  1.48210  -0.17605

Output
- HOMO (alpha / beta) (eV) = -12.87 / -12.87
- spin multiplicity = 2
- E (Ha) = -593.3581
- net charge = +1
- max |F| (eV/A) = 4.25
- gap between HOMO and LUMO (alpha / beta) (eV) = 9.34 / 4.44
- E_LUMO (alpha / beta) (Ha) = -0.1297 / -0.3097
- relative energy (zero: lowest compared OMol25 entry of this formula, charge and spin) (kJ/mol) = 117.00

Atom charges from the Mulliken analysis, given in e for atoms 1 to 6: -0.410 -0.531 0.237 0.182 0.221 0.306


# 3
The following is a quantum chemistry calculation of a cluster of 2 separate species, C2H5N3O in total in a non-equilibrium geometry, from the OMol25 dataset.

CARTESIAN COORDINATES (ANGSTROEM)
H  -1.09453  0.14744  1.71485
N  -0.39709  -0.15979  1.03980
C  -0.77286  -0.29677  -0.16418
N  -2.04302  -0.05018  -0.57556
H  0.08250  -0.55793  -0.89600
H  -2.76269  0.17875  0.09329
H  -2.36410  -0.11754  -1.52353
N  2.21205  0.62914  0.66480
C  2.61267  0.05795  -0.30320
O  3.27611  -0.61298  -1.01696
H  1.25096  0.78191  0.96668

Output
- HOMO (eV) = -9.95
- spin multiplicity = 1
- E (Ha) = -318.7057
- max |F| (eV/A) = 2.73
- gap between HOMO and LUMO (eV) = 10.65
- E_LUMO (Ha) = 0.0258
- structure (SMILES) = [H]/N=C\N.N=C=O
- relative energy (zero: lowest compared OMol25 entry of this formula, charge and spin) (kJ/mol) = 117.68

Atom charges from the Mulliken analysis, given in e for atoms 1 to 6: 0.135 -0.679 0.371 -0.396 0.156 0.186


# 4
The following is a quantum chemistry calculation of the molecule C8H19BN2 in a non-equilibrium geometry, from the OMol25 dataset.

CARTESIAN COORDINATES (ANGSTROEM)
C  0.45622  4.08838  1.32648
C  1.32477  2.95053  0.64799
C  0.49288  1.75855  0.10594
C  1.34495  0.59903  -0.47784
B  0.59432  -0.75335  -0.79638
N  1.03586  -1.58923  -1.91626
C  0.46607  -2.88742  -1.95809
C  -0.61004  -2.81383  -0.87154
N  -0.37033  -1.57970  -0.10213
C  -1.03698  -1.39642  1.13023
C  -2.57934  -1.20313  0.97075
H  -0.23155  3.58710  1.97184
H  -0.21315  4.56499  0.54480
H  1.03663  4.87210  1.82843
H  1.89543  3.41242  -0.26095
H  2.01031  2.57775  1.40298
H  -0.29902  1.97015  -0.58047
H  -0.01404  1.45389  1.12232
H  1.84125  1.05442  -1.34461
H  2.19393  0.28037  0.18705
H  1.76658  -1.54908  -2.56428
H  1.15902  -3.77024  -1.74904
H  -0.01262  -3.07282  -2.97616
H  -1.50628  -2.83956  -1.40319
H  -0.69456  -3.62072  -0.19414
H  -0.60123  -0.53200  1.50802
H  -1.05350  -2.37141  1.66290
H  -3.09131  -2.02783  0.58459
H  -2.82708  -0.90384  1.93558
H  -2.47718  -0.25910  0.26517

Output
- HOMO (eV) = -7.81
- spin multiplicity = 1
- E (Ha) = -450.5900
- max |F| (eV/A) = 5.75
- gap between HOMO and LUMO (eV) = 8.61
- E_LUMO (Ha) = 0.0291
- structure (SMILES) = CCCCB1NCCN1CC
- relative energy (zero: lowest compared OMol25 entry of this formula, charge and spin) (kJ/mol) = 0.00

Atom charges from the Mulliken analysis, given in e for atoms 1 to 6: -1.192 -0.429 -0.114 -0.748 0.229 -0.334


# 5
The following is a quantum chemistry calculation of a structure of composition C30H49N5O3S2Ti in a non-equilibrium geometry, from the OMol25 dataset.

CARTESIAN COORDINATES (ANGSTROEM)
Ti  0.01487  -0.78271  -0.69492
C  -2.52641  4.80245  0.72550
O  -2.18943  3.46848  0.48510
C  -1.89343  3.18430  -0.87386
C  -0.48311  3.59126  -1.25352
O  0.42024  2.56921  -0.91141
C  1.51105  2.93042  -0.08922
C  1.17335  2.95792  1.38702
O  0.83809  1.65513  1.75729
C  0.62212  1.49584  3.13724
H  -3.40020  5.10674  0.13151
H  -2.77004  4.88954  1.78338
H  -1.70472  5.49526  0.49982
H  -1.96862  2.09680  -1.00043
H  -2.62992  3.68552  -1.52190
H  -0.42235  3.75278  -2.33868
H  -0.21881  4.53821  -0.76495
H  2.26439  2.16077  -0.25415
H  1.92881  3.90265  -0.39679
H  2.06641  3.29237  1.94004
H  0.35065  3.65523  1.61367
H  1.52838  1.74882  3.70770
H  -0.21065  2.12414  3.48302
H  0.36757  0.44729  3.29611
N  -2.24752  0.71162  1.88733
C  -2.09028  -0.65906  2.20852
S  -0.73842  -1.58839  1.63015
N  -3.33635  -1.24624  2.49645
C  -3.60879  -2.32306  3.28708
C  -4.93670  -2.77629  3.40677
C  -5.25645  -3.83621  4.23370
C  -4.27104  -4.49287  4.96482
C  -2.95690  -4.05349  4.84137
C  -2.61486  -2.99041  4.02426
H  -1.38935  1.05313  1.47759
H  -2.94258  0.83357  1.14670
H  -4.14463  -0.75051  2.14385
H  -5.71146  -2.28546  2.82659
H  -6.28936  -4.16137  4.29989
H  -4.51888  -5.33401  5.60056
H  -2.16949  -4.55844  5.39056
H  -1.58702  -2.67824  3.91416
S  1.34131  -5.17885  -2.44200
C  0.82307  -3.78426  -1.73965
N  0.46174  -2.79161  -1.24705
C  -2.73702  0.28724  -3.50289
C  -2.63491  -0.70259  -2.32703
C  -2.60886  -2.13019  -2.89768
C  -3.90026  -0.55362  -1.46333
N  -1.46000  -0.47482  -1.53952
H  -3.67131  0.14939  -4.06367
H  -1.89942  0.14678  -4.18622
H  -2.70444  1.31634  -3.13442
H  -3.49445  -2.34277  -3.51393
H  -2.55982  -2.84839  -2.07835
H  -1.71247  -2.26964  -3.50427
H  -4.81547  -0.77047  -2.03129
H  -3.96984  0.46877  -1.07697
H  -3.83212  -1.24043  -0.61615
C  6.77231  -0.27340  -0.33391
C  5.32267  -0.46643  0.04193
C  4.97940  -0.89243  1.31248
C  3.62251  -1.07869  1.61691
C  3.20772  -1.55528  2.98542
C  2.66393  -0.83012  0.66449
C  2.95844  -0.37397  -0.65694
C  4.34444  -0.21384  -0.91674
N  1.91596  -0.12294  -1.49428
C  2.18561  0.21605  -2.89584
C  0.84618  0.25713  -3.62966
C  3.03555  -0.85618  -3.61578
C  2.79381  1.62590  -3.05543
H  7.43087  -0.52780  0.49892
H  6.97340  0.76300  -0.62006
H  7.04418  -0.90309  -1.18507
H  5.74504  -1.09533  2.05610
H  3.67370  -2.51579  3.22098
H  2.12503  -1.67556  3.04541
H  3.51815  -0.84335  3.75685
H  1.63935  -0.99588  0.99145
H  4.68875  0.09806  -1.88935
H  0.38517  -0.73107  -3.64082
H  0.99842  0.59522  -4.66149
H  0.15726  0.92990  -3.11947
H  2.71686  -1.84734  -3.28891
H  4.10677  -0.76928  -3.43981
H  2.87492  -0.78712  -4.69623
H  2.03915  2.37023  -2.78538
H  3.08079  1.79385  -4.09937
H  3.66973  1.79194  -2.42991

Output
- HOMO (alpha / beta) (eV) = 0.30 / -1.53
- spin multiplicity = 3
- E (Ha) = -3317.8999
- net charge = -2
- max |F| (eV/A) = 1.08
- gap between HOMO and LUMO (alpha / beta) (eV) = 3.79 / 5.61
- E_LUMO (alpha / beta) (Ha) = 0.1501 / 0.1501
- relative energy (zero: lowest compared OMol25 entry of this formula, charge and spin) (kJ/mol) = 65.48

Atom charges from the Mulliken analysis, given in e for atoms 1 to 6: -0.168 -0.876 -0.206 0.715 -1.188 0.565


# 6
The following is a quantum chemistry calculation of a structure of composition CH4IN3 in a non-equilibrium geometry, from the OMol25 dataset.

CARTESIAN COORDINATES (ANGSTROEM)
C  1.10994  -0.66340  2.12251
N  0.02255  -0.30358  0.78750
N  0.77677  -0.11385  -0.18357
N  0.31179  0.15761  -1.36491
I  2.97062  0.10120  1.51859
H  0.65985  -0.22235  3.01228
H  1.25177  -1.68804  2.37939
H  -0.65556  0.46529  -1.49199
H  0.93197  0.74905  -1.88845

Output
- HOMO (eV) = -8.96
- spin multiplicity = 1
- E (Ha) = -502.3589
- max |F| (eV/A) = 3.13
- gap between HOMO and LUMO (eV) = 9.51
- E_LUMO (Ha) = 0.0202
- relative energy (zero: lowest compared OMol25 entry of this formula, charge and spin) (kJ/mol) = 24.41

Atom charges from the Mulliken analysis, given in e for atoms 1 to 6: -0.491 -0.406 0.355 -0.589 0.035 0.277